Record 1
Formula: C31H71Br4N9O9
Source: OMol25
Level of theory: ωB97M-V with the def2-TZVPD basis set

As for the total charge: 0. The calculation puts the orbital gap at 0.3322 Ha. The electronic energy comes out at -12689.5801 hartree. As for the energy above the lowest of the compared OMol25 structures with the same formula, charge and spin: 164.9 kcal per mole. The value obtained for the HOMO energy is -9.17 eV.

Last column: Löwdin charge in e.
Cartesian coordinates (Å):
C: -1.0098 -8.4107 -6.2016  -0.0564
N: -0.1078 -7.5860 -5.3905  -0.2099
C: 1.2808 -7.9109 -5.2826  -0.0479
C: -0.6527 -6.4560 -4.8413  -0.2675
O: -0.0461 -5.7119 -3.9810  -0.0740
H: -1.9807 -7.9297 -6.3202  0.0777
H: -1.1438 -9.3826 -5.7268  0.0925
H: -0.7467 -8.4721 -7.2576  0.0848
H: 1.7534 -7.3933 -4.4478  0.0923
H: 1.5396 -8.9694 -5.3110  0.0877
H: 1.6123 -7.5995 -6.2732  0.0940
H: -1.6589 -6.1867 -5.1980  0.1270
C: 4.7355 1.9853 4.1351  -0.0576
N: 4.6273 2.3743 5.5504  -0.1965
C: 4.0789 1.3003 6.2553  -0.1020
C: 5.1198 3.5435 6.1189  -0.3340
O: 4.9191 3.9963 7.2080  0.0297
H: 4.3233 2.7764 3.5088  0.0837
H: 4.3521 0.9862 3.9281  0.0868
H: 5.7619 2.0297 3.7709  0.0797
H: 4.6965 0.4117 6.1242  0.0920
H: 4.0365 1.6353 7.2916  0.0929
H: 3.0991 1.0110 5.8754  0.0923
H: 5.7290 4.2254 5.5057  0.1335
C: 6.1345 0.7814 -2.4934  -0.0438
N: 6.2060 -0.5282 -3.2118  -0.1925
C: 5.6904 -1.7678 -2.7103  -0.0606
C: 6.7923 -0.5767 -4.4635  -0.3114
O: 6.8234 -1.6213 -5.1207  -0.0188
H: 6.4844 1.6279 -3.0842  0.0777
H: 6.7177 0.7687 -1.5726  0.0777
H: 5.1229 1.0533 -2.1922  0.0787
H: 5.9361 -2.6829 -3.2492  0.0917
H: 6.0697 -1.8087 -1.6893  0.0854
H: 4.6092 -1.6671 -2.6152  0.0889
H: 7.2777 0.3592 -4.7810  0.1273
C: 0.6831 3.8142 -8.7016  -0.0542
N: 1.1406 3.4648 -7.3524  -0.1701
C: 2.1640 4.4639 -6.8482  -0.0325
C: 0.9007 2.3176 -6.7269  -0.3431
O: 1.1224 2.0396 -5.5223  -0.0308
H: 1.5813 4.1182 -9.2392  0.0800
H: -0.0418 4.6281 -8.7157  0.0901
H: 0.3357 2.9207 -9.2203  0.0846
H: 1.6032 5.2733 -6.3808  0.0854
H: 2.9479 4.0362 -6.2231  0.0834
H: 2.8827 4.9100 -7.5355  0.0768
H: 0.4423 1.5820 -7.4060  0.1304
C: -3.6625 6.2985 -0.4702  -0.0405
N: -4.0034 6.1076 -1.8832  -0.2063
C: -3.4385 4.9629 -2.5155  -0.0460
C: -4.6895 6.9963 -2.5387  -0.3629
O: -5.2613 6.8679 -3.6365  -0.0165
H: -3.6711 5.3362 0.0416  0.0881
H: -4.5336 6.8273 -0.0832  0.0827
H: -2.7769 6.8315 -0.1242  0.0881
H: -2.3487 4.9548 -2.5370  0.0912
H: -3.8712 4.1653 -1.9116  0.0974
H: -3.6314 4.9773 -3.5882  0.0921
H: -4.9985 7.8342 -1.8947  0.1329
C: 2.0720 7.9995 -1.9610  -0.0860
N: 2.8039 9.2280 -1.9719  -0.1798
C: 3.2204 9.8086 -3.3246  -0.0054
C: 3.0879 9.9335 -0.8509  -0.3002
O: 3.8439 10.9582 -0.7689  -0.0530
H: 1.9277 7.4805 -1.0134  0.0934
H: 2.5996 7.2855 -2.5934  0.0796
H: 1.1498 8.0375 -2.5408  0.0838
H: 3.7400 10.7667 -3.3381  0.0840
H: 3.8143 9.0176 -3.7824  0.0783
H: 2.3794 9.9246 -4.0083  0.0774
H: 2.7410 9.4306 0.0651  0.1280
C: -4.3508 -6.6601 7.2509  -0.0697
N: -3.6214 -5.4737 7.6271  -0.2052
C: -3.5425 -5.0877 8.9895  -0.0908
C: -2.7779 -4.9681 6.6383  -0.2593
O: -2.5487 -5.5990 5.5643  -0.0381
H: -5.2453 -6.8774 7.8346  0.0884
H: -3.7757 -7.5858 7.2270  0.0936
H: -4.7339 -6.4623 6.2498  0.0853
H: -3.3486 -5.8932 9.6979  0.0894
H: -2.5887 -4.5956 9.1797  0.0855
H: -4.3956 -4.5429 9.3938  0.0895
H: -2.2190 -4.0752 6.9585  0.1314
C: -1.1582 -0.6346 -0.0429  -0.0577
N: -1.0800 0.3346 1.0325  -0.1898
C: -1.9465 -0.0966 2.1175  -0.0497
C: -0.2598 1.3704 1.0788  -0.3429
O: -0.4030 2.2207 1.9625  -0.0235
H: -1.4525 -1.6064 0.3532  0.0766
H: -0.2442 -0.6806 -0.6350  0.0921
H: -1.9878 -0.3882 -0.7057  0.0887
H: -2.2642 -1.1391 2.1392  0.0843
H: -1.7013 0.3060 3.1003  0.0907
H: -2.8845 0.4164 1.9054  0.0920
H: 0.4205 1.5213 0.2264  0.1390
C: -5.7638 -4.8874 -0.4915  -0.0425
N: -5.4312 -6.3314 -0.5313  -0.2161
C: -4.5469 -6.7269 0.5348  -0.0594
C: -5.5093 -7.0146 -1.7107  -0.3295
O: -4.8276 -7.9956 -2.0206  -0.0116
H: -4.8512 -4.4107 -0.8493  0.0873
H: -5.9391 -4.6528 0.5585  0.0834
H: -6.6013 -4.6402 -1.1438  0.0862
H: -5.0824 -6.5508 1.4677  0.0896
H: -4.1867 -7.7543 0.4821  0.0911
H: -3.6616 -6.1011 0.4226  0.0916
H: -6.1720 -6.5932 -2.4825  0.1301
Br: -4.2762 3.9865 10.1983  0.5225
C: -3.2209 4.1015 8.4624  -0.5890
C: -3.9702 5.1564 7.6487  -0.6521
Br: -5.7918 4.4892 7.0808  0.5230
H: -3.3453 3.1249 7.9946  0.0433
H: -2.1789 4.3443 8.6708  0.0646
H: -3.3989 5.4441 6.7662  0.0602
H: -4.2220 5.9815 8.3150  0.0275
Br: 4.4128 -7.5490 0.6314  0.5202
C: 2.5326 -7.1005 1.2999  -0.6189
C: 2.2883 -5.5632 1.3185  -0.6387
Br: 3.3948 -4.7364 2.7470  0.5340
H: 2.2707 -7.6570 2.1998  0.0545
H: 1.7579 -7.5419 0.6729  0.0550
H: 1.2582 -5.2374 1.4627  0.0573
H: 2.7337 -5.1897 0.3964  0.0354



Record 2
Formula: C4H16O3
Source: OMol25
Level of theory: ωB97M-V with the def2-TZVPD basis set

As for the total charge: 0. The calculation puts the orbital gap at 0.4182 Ha. The electronic energy comes out at -387.6511 hartree. As for the energy above the lowest of the compared OMol25 structures with the same formula, charge and spin: 45.0 kcal per mole. The value obtained for the HOMO energy is -11.06 eV.

Last column: natural (NBO) charge in e.
Cartesian coordinates (Å):
C: 1.6346 -0.7483 -0.7111  -0.6080
C: 0.4028 0.0467 -0.2659  -0.2272
C: 0.6518 0.6737 1.0926  -0.5950
C: 0.2126 1.2097 -1.2910  -0.6227
H: 1.5597 -1.3460 -1.6727  0.2103
H: 2.3766 0.0329 -1.1274  0.2086
H: 1.9574 -1.3742 0.0519  0.2043
H: -0.4355 -0.6730 -0.1744  0.1961
H: 0.0453 1.4881 1.3750  0.2118
H: 1.7373 1.0620 0.9565  0.1967
H: 0.7017 -0.1065 1.8085  0.2038
H: -0.4651 2.0512 -1.0530  0.2084
H: 1.1604 1.7837 -1.6810  0.2036
H: -0.1076 0.9518 -2.2276  0.2089
O: -3.9847 -2.9739 -1.9671  -0.9374
H: -3.8824 -2.2234 -1.3866  0.4697
H: -3.1936 -3.6193 -1.6688  0.4680
O: -2.2076 -3.5477 1.7093  -0.9431
H: -2.3586 -4.4013 2.1895  0.4757
H: -1.4652 -3.7035 1.1148  0.4677
O: 3.5654 5.4673 1.2728  -0.9208
H: 3.2720 6.1032 0.6772  0.4580
H: 2.7021 5.3172 1.7512  0.4628



Record 3
Formula: C3H4F7MgNO5S2V
Source: OMol25
Level of theory: ωB97M-V with the def2-TZVPD basis set

As for the total charge: +2. Its spin multiplicity is 4. The calculation puts the orbital gap (spin up / spin down) at 0.1333 / 0.1650 Ha. The electronic energy comes out at -3186.4421 hartree. As for the energy above the lowest of the compared OMol25 structures with the same formula, charge and spin: 52.4 kcal per mole. The value obtained for the HOMO energy (spin up / spin down) is -16.36 / -16.36 eV.

Last column: natural (NBO) charge in e.
Cartesian coordinates (Å):
Mg: 1.0844 -1.3451 0.5609  1.8627
V: 4.3588 0.8127 1.4818  1.8939
C: -0.3508 2.4413 0.1952  0.7872
F: -1.3392 3.3121 0.3712  -0.2625
F: 0.5018 2.9438 -0.7062  -0.2895
F: 0.2657 2.1651 1.3758  -0.3391
S: -1.1280 0.8151 -0.4730  2.0722
O: -1.9056 0.2837 0.6072  -0.9110
O: -1.9308 1.1640 -1.7100  -0.7779
N: 0.2595 -0.2608 -0.6630  -1.4436
S: 0.6288 -0.1593 -2.1373  2.1601
O: 0.5024 1.1044 -2.8542  -0.8495
O: 1.9204 -0.8024 -2.1795  -0.9853
C: -0.6752 -1.3343 -3.1151  0.7952
F: -1.8351 -1.4589 -2.3869  -0.3260
F: -1.0339 -0.7979 -4.2237  -0.2552
F: -0.0942 -2.5361 -3.2562  -0.3024
F: 2.5715 -0.2764 1.1879  -0.8711
C: -0.1822 -0.7624 3.2038  -0.2635
O: -0.1624 -1.5930 2.0870  -0.8467
H: -0.2407 -1.4261 4.0665  0.2142
H: 0.7666 -0.2278 3.2514  0.1618
H: -0.9754 -0.0157 3.1673  0.2329
H: -1.0064 -2.0461 2.1492  0.5430



Record 4
Formula: C18H18N2O5S
Source: OMol25
Level of theory: ωB97M-V with the def2-TZVPD basis set

As for the total charge: 0. The calculation puts the orbital gap at 0.3236 Ha. The electronic energy comes out at -1580.0023 hartree. As for the energy above the lowest of the compared OMol25 structures with the same formula, charge and spin: 412.5 kcal per mole. The value obtained for the HOMO energy is -8.83 eV.

Last column: natural (NBO) charge in e.
Cartesian coordinates (Å):
O: 3.8517 -1.1052 1.7788  -0.5864
C: 2.8272 -0.9788 1.0471  0.6770
N: 1.6175 -0.3389 1.3720  -0.6103
C: 0.6515 0.0212 0.6657  0.1189
C: -0.4192 0.2975 1.3098  -0.2539
C: -1.5872 0.4521 0.6711  -0.2920
C: -1.5135 0.5983 -0.6005  -0.1825
C: -0.4076 0.6562 -1.5208  -0.2014
C: 0.7508 0.2591 -0.8278  -0.1799
H: 1.6704 0.2213 -1.2066  0.2079
H: -0.4760 0.6607 -2.5933  0.2384
H: -2.5325 0.9327 -1.4425  0.2326
S: -3.0937 0.8474 1.5356  2.3143
O: -4.3883 0.3983 0.5796  -0.9165
O: -3.1015 -0.0076 2.6196  -0.9620
N: -3.2889 2.1625 2.0560  -0.7340
C: -3.3477 3.3103 1.0616  -0.2130
H: -4.0676 3.9896 1.3181  0.2276
H: -3.9862 2.8418 -0.0253  0.2419
C: -2.0449 3.7019 0.7711  -0.4608
H: -1.4788 3.3924 -0.2169  0.2177
H: -2.0562 4.6777 0.5693  0.2336
C: -1.3561 3.3714 1.9996  -0.4599
H: -0.9046 4.1669 2.5999  0.2182
H: -0.5135 2.8893 1.5465  0.2426
C: -2.3936 2.7961 2.9076  -0.2452
H: -2.6624 3.5359 3.6913  0.2349
H: -2.0765 1.8789 3.3612  0.2400
H: -0.5797 -0.2072 2.4330  0.2400
H: 1.7897 -0.1500 2.4349  0.4351
C: 2.7863 -1.8313 -0.3980  -0.0619
C: 4.0426 -1.7338 -1.2211  -0.2302
C: 3.9682 -2.5394 -2.3169  -0.3191
C: 3.0218 -3.2207 -2.5904  0.3203
C: 1.8642 -3.3122 -1.7669  0.2629
C: 1.5614 -2.6871 -0.6898  -0.2351
H: 0.8869 -2.5281 -0.0923  0.2152
O: 0.7952 -4.3341 -2.1533  -0.5074
C: 1.3797 -4.6691 -3.5588  0.2278
O: 2.6557 -4.2566 -3.7734  -0.5160
H: 1.4590 -5.7546 -3.3032  0.1469
H: 0.7555 -4.6216 -4.3097  0.1558
H: 4.9736 -2.5714 -2.9659  0.2482
H: 4.9672 -1.2118 -0.7561  0.2695